Record 1
This record from OMol25 describes a molecular structure, C23H16I3N3O3Ru. The level of theory is ωB97M-V with the def2-TZVPD basis set.

Geometry (Å):
Ru (12.51, 10.92, 5.57)
C (14.69, 15.13, 4.72)
C (13.26, 15.17, 5.06)
N (12.68, 16.36, 5.04)
C (11.42, 16.46, 5.51)
C (10.68, 15.38, 6.03)
C (9.34, 15.58, 6.63)
O (9.52, 15.73, 8.05)
C (11.28, 14.06, 6.01)
C (10.64, 12.94, 6.56)
N (10.81, 11.67, 6.19)
C (9.84, 10.65, 6.32)
C (8.93, 10.58, 7.40)
C (8.07, 9.48, 7.49)
C (8.14, 8.42, 6.60)
C (9.00, 8.55, 5.44)
C (9.80, 9.65, 5.32)
I (11.00, 9.93, 3.46)
C (12.51, 13.95, 5.36)
O (13.09, 12.79, 5.06)
H (14.79, 15.87, 3.85)
H (14.96, 14.14, 4.40)
H (15.37, 15.42, 5.54)
H (11.00, 17.47, 5.51)
H (8.70, 14.74, 6.41)
H (8.92, 16.50, 6.18)
H (9.05, 16.51, 8.40)
H (9.84, 13.17, 7.30)
H (8.90, 11.39, 8.16)
H (7.27, 9.53, 8.26)
H (7.50, 7.57, 6.68)
H (9.08, 7.72, 4.72)
I (12.72, 5.47, 6.02)
C (14.11, 7.03, 6.12)
C (15.44, 6.74, 5.90)
C (16.44, 7.70, 6.14)
I (18.36, 7.24, 5.26)
C (16.10, 9.02, 6.56)
C (17.06, 10.03, 6.79)
C (16.71, 11.38, 6.79)
C (15.36, 11.65, 6.44)
N (14.42, 10.68, 6.24)
C (14.75, 9.36, 6.42)
C (13.69, 8.41, 6.23)
O (12.44, 8.83, 6.15)
H (15.70, 5.74, 5.63)
H (18.08, 9.76, 6.93)
H (17.43, 12.16, 7.03)
H (14.99, 12.68, 6.27)

Computed properties:
Max |F| = 3.042 eV/A
Net charge = +1
Relative energy (zero: lowest compared OMol25 entry of this formula, charge and spin) = 0.0095 eV
<S²> = 8.799
Spin multiplicity = 6
Kohn-Sham gap (alpha / beta) = 5.9 / 4.0 eV

***

Record 2
This record from OMol25 describes a molecular structure, C23H16N9O2S3SeV. The level of theory is ωB97M-V with the def2-TZVPD basis set.

Geometry (Å):
V (-1.23, 1.01, -1.08)
O (0.16, 4.44, -0.58)
C (0.30, 3.28, -0.93)
N (-0.12, 2.19, -0.23)
C (-0.95, 2.32, 0.84)
O (-1.69, 3.26, 1.08)
C (-0.86, 1.17, 1.80)
C (-1.80, 1.03, 2.83)
C (-1.65, -0.02, 3.72)
C (-0.55, -0.86, 3.59)
C (0.32, -0.64, 2.53)
N (0.16, 0.33, 1.65)
C (1.09, 2.97, -2.18)
C (0.98, 3.85, -3.26)
C (1.82, 3.67, -4.34)
C (2.72, 2.61, -4.32)
C (2.72, 1.77, -3.23)
N (1.94, 1.95, -2.17)
H (-2.62, 1.73, 2.91)
H (-2.38, -0.17, 4.50)
H (-0.39, -1.68, 4.27)
H (1.18, -1.28, 2.36)
H (0.24, 4.63, -3.24)
H (1.80, 4.36, -5.17)
H (3.41, 2.44, -5.14)
H (3.39, 0.92, -3.18)
C (4.71, -2.08, 0.16)
C (3.77, -2.22, -0.97)
N (3.83, -3.16, -1.86)
N (2.80, -2.92, -2.72)
C (2.09, -1.82, -2.36)
S (0.79, -1.18, -3.14)
N (2.73, -1.37, -1.22)
N (2.41, -0.28, -0.43)
H (5.56, -2.73, -0.01)
H (4.22, -2.37, 1.09)
H (5.03, -1.05, 0.26)
H (2.60, -3.54, -3.49)
H (2.37, 0.58, -1.01)
H (1.46, -0.38, -0.06)
S (-3.42, 0.99, -0.53)
C (-3.46, -0.34, 0.56)
C (-4.47, -0.45, 1.52)
C (-4.46, -1.47, 2.45)
C (-5.45, -1.51, 3.45)
N (-6.28, -1.50, 4.25)
C (-3.43, -2.44, 2.41)
C (-2.45, -2.37, 1.42)
C (-2.45, -1.33, 0.51)
S (-1.20, -1.21, -0.70)
C (-3.39, -3.43, 3.40)
N (-3.35, -4.23, 4.23)
H (-5.26, 0.29, 1.55)
H (-1.68, -3.12, 1.38)
Se (-1.59, 1.39, -3.19)

Computed properties:
Max |F| = 4.747 eV/A
Net charge = -1
Relative energy (zero: lowest compared OMol25 entry of this formula, charge and spin) = 1.9930 eV
<S²> = 0.881
Spin multiplicity = 2
Kohn-Sham gap (alpha / beta) = 6.1 / 6.8 eV

***

Record 3
This record from OMol25 describes a molecular structure, C23H17BaN6O2. The level of theory is ωB97M-V with the def2-TZVPD basis set.

Geometry (Å):
Ba (-0.05, -1.48, -1.87)
O (4.56, -2.71, -1.95)
C (4.91, -2.79, -0.66)
C (6.23, -2.64, -0.20)
C (6.58, -2.92, 1.09)
C (5.62, -3.29, 1.99)
C (4.25, -3.32, 1.64)
C (3.86, -3.01, 0.31)
C (2.46, -2.84, -0.04)
O (2.14, -2.47, -1.25)
N (1.54, -3.03, 0.91)
N (0.30, -2.83, 0.39)
C (-0.77, -3.26, 1.01)
C (-2.12, -2.98, 0.63)
C (-3.17, -3.61, 1.36)
C (-4.47, -3.57, 0.89)
C (-4.70, -2.83, -0.29)
C (-3.65, -2.14, -0.88)
N (-2.39, -2.23, -0.43)
H (3.55, -2.44, -1.86)
H (6.98, -2.29, -0.90)
H (7.64, -2.96, 1.31)
H (5.91, -3.65, 2.96)
H (3.40, -3.62, 2.24)
H (-0.75, -3.78, 1.94)
H (-2.91, -4.13, 2.27)
H (-5.29, -4.16, 1.39)
H (-5.70, -2.79, -0.76)
H (-3.85, -1.46, -1.70)
N (-4.77, 8.36, -0.77)
C (-4.05, 7.50, -0.60)
C (-3.25, 6.30, -0.36)
C (-3.75, 5.00, -0.12)
C (-2.86, 3.90, -0.01)
C (-1.50, 4.14, -0.39)
C (-1.01, 5.44, -0.66)
C (-1.88, 6.51, -0.67)
N (-0.59, 3.03, -0.52)
C (0.79, 3.08, -0.32)
C (1.25, 1.79, -0.50)
N (0.23, 0.96, -0.79)
C (-0.87, 1.70, -0.76)
H (-4.82, 4.80, -0.10)
H (-3.23, 2.93, 0.29)
H (0.03, 5.49, -1.01)
H (-1.53, 7.52, -0.90)
H (1.28, 3.99, 0.04)
H (2.27, 1.41, -0.47)
H (-1.87, 1.35, -0.92)

Computed properties:
Max |F| = 2.888 eV/A
Net charge = +1
Relative energy (zero: lowest compared OMol25 entry of this formula, charge and spin) = 0.1067 eV
Spin multiplicity = 1
Kohn-Sham gap = 6.6 eV

***

Record 4
This record from OMol25 describes a molecular structure, C23H17BrN3O6Os. The level of theory is ωB97M-V with the def2-TZVPD basis set.

Geometry (Å):
Os (0.25, -0.33, 1.13)
O (1.25, -2.68, 1.53)
C (2.08, -3.34, 0.65)
C (2.46, -4.64, 0.87)
C (3.29, -5.28, -0.04)
C (3.74, -4.61, -1.17)
C (3.36, -3.29, -1.37)
C (2.52, -2.64, -0.47)
C (2.14, -1.20, -0.76)
O (2.04, -0.40, 0.38)
N (0.84, -1.14, -1.50)
N (-0.17, -0.56, -0.83)
C (-1.29, -0.23, -1.40)
C (-2.40, 0.34, -0.69)
Br (-2.16, 0.44, 1.23)
C (-3.58, 0.81, -1.12)
C (-4.14, 1.00, -2.45)
C (-5.48, 1.40, -2.49)
C (-6.14, 1.60, -3.69)
C (-5.46, 1.40, -4.88)
C (-4.12, 1.02, -4.87)
C (-3.47, 0.82, -3.67)
H (1.13, -3.17, 2.35)
H (2.12, -5.17, 1.75)
H (3.59, -6.31, 0.14)
H (4.39, -5.10, -1.88)
H (3.73, -2.75, -2.23)
H (2.90, -0.77, -1.41)
H (0.83, -1.08, -2.51)
H (-1.40, -0.45, -2.46)
H (-4.25, 1.13, -0.33)
H (-6.01, 1.55, -1.56)
H (-7.17, 1.90, -3.69)
H (-5.97, 1.56, -5.83)
H (-3.59, 0.88, -5.80)
H (-2.42, 0.55, -3.70)
O (2.77, 4.39, 5.89)
C (2.88, 4.79, 4.77)
O (3.38, 5.56, 4.00)
C (2.19, 3.50, 3.75)
C (2.21, 3.68, 2.38)
C (1.67, 2.66, 1.63)
N (1.15, 1.56, 2.19)
C (1.17, 1.42, 3.51)
C (1.69, 2.39, 4.36)
C (0.63, 0.12, 4.05)
O (0.52, -0.08, 5.23)
O (0.33, -0.74, 3.10)
H (2.63, 4.56, 1.92)
H (1.64, 2.71, 0.55)
H (1.68, 2.23, 5.43)

Computed properties:
Max |F| = 1.212 eV/A
Net charge = +1
<S²> = 6.066
Spin multiplicity = 5
Kohn-Sham gap (alpha / beta) = 7.2 / 6.0 eV

***

Record 5
This record from OMol25 describes C23H17F3N4O2 in the gas phase. The level of theory is ωB97M-V with the def2-TZVPD basis set.

Geometry (Å):
O (-1.09, -4.52, -2.72)
F (-4.92, 1.00, -1.42)
F (-5.86, 0.96, -3.31)
F (-5.54, 2.95, -2.46)
N (-2.55, -2.02, -3.60)
N (1.99, 4.20, 4.45)
N (3.63, 0.44, 4.67)
O (-3.37, -0.89, -3.99)
C (-0.42, -3.69, -2.15)
C (-1.57, -1.51, -2.93)
C (-1.73, -0.11, -2.73)
C (-2.92, 0.21, -3.29)
C (3.39, -0.47, 3.63)
C (2.94, 3.93, 5.35)
C (2.71, -1.53, 0.50)
C (1.04, -2.22, 2.03)
C (2.33, -2.51, -0.48)
C (0.61, -3.22, 1.16)
C (2.14, -1.40, 1.71)
C (2.47, -0.24, 2.58)
C (1.24, -3.26, -0.14)
C (3.51, 2.68, 5.45)
C (1.64, 3.25, 3.57)
C (1.84, 0.98, 2.54)
C (3.13, 1.70, 4.52)
C (2.27, 2.03, 3.46)
N (-0.65, -2.30, -2.13)
C (0.70, -4.28, -1.19)
C (-5.01, 1.65, -2.56)
C (-3.53, 2.30, -4.59)
C (-2.91, 2.99, -3.40)
C (-3.60, 1.56, -3.27)
H (-1.13, 0.41, -2.08)
H (3.76, -1.47, 3.60)
H (3.16, 4.72, 6.10)
H (3.55, -0.82, 0.37)
H (0.60, -2.03, 3.01)
H (2.93, -2.65, -1.33)
H (-0.26, -3.84, 1.52)
H (4.23, 2.48, 6.14)
H (0.90, 3.60, 2.90)
H (1.06, 1.05, 1.88)
H (0.00, -1.76, -1.58)
H (1.47, -4.64, -1.89)
H (0.33, -5.26, -0.78)
H (-2.78, 1.77, -5.26)
H (-4.50, 2.63, -5.01)
H (-1.82, 3.26, -3.54)
H (-3.40, 3.94, -3.34)

Computed properties:
Max |F| = 4.322 eV/A
Relative energy (zero: lowest compared OMol25 entry of this formula, charge and spin) = 4.6774 eV
Spin multiplicity = 1
Kohn-Sham gap = 8.6 eV
Structure (SMILES) = O=C(Cc1ccc(-c2cnc3ccncc3c2)cc1)Nc1cc(C2(C(F)(F)F)CC2)on1

***

Record 6
This record from OMol25 describes a molecular structure, C23H18BeCl2N5O2. The level of theory is ωB97M-V with the def2-TZVPD basis set.

Geometry (Å):
Be (-0.20, -0.81, -0.09)
C (-1.87, -0.93, -2.94)
N (-2.28, -1.63, -1.75)
C (-3.36, -1.11, -0.95)
C (-2.91, -0.38, 0.27)
N (-1.67, -0.31, 0.72)
C (-1.74, 0.44, 1.92)
C (-0.75, 0.85, 2.82)
C (-1.16, 1.59, 3.91)
C (-2.50, 1.94, 4.12)
C (-3.49, 1.55, 3.23)
C (-3.07, 0.80, 2.14)
N (-3.78, 0.27, 1.07)
C (-0.73, 0.01, -2.68)
N (-0.12, 0.19, -1.53)
C (0.76, 1.27, -1.72)
C (1.60, 1.94, -0.83)
C (2.32, 3.00, -1.33)
C (2.22, 3.41, -2.67)
C (1.38, 2.77, -3.55)
C (0.65, 1.70, -3.05)
N (-0.30, 0.87, -3.62)
H (-2.69, -0.35, -3.38)
H (-1.57, -1.66, -3.69)
H (-2.35, -2.62, -1.89)
H (-3.98, -1.95, -0.61)
H (-4.03, -0.46, -1.53)
H (0.28, 0.60, 2.67)
H (-0.42, 1.92, 4.63)
H (-2.77, 2.52, 4.99)
H (-4.52, 1.81, 3.39)
H (-4.77, 0.31, 0.93)
H (1.68, 1.63, 0.20)
H (2.99, 3.54, -0.67)
H (2.81, 4.25, -3.01)
H (1.29, 3.08, -4.58)
H (-0.66, 0.93, -4.56)
Cl (5.79, -3.80, 1.53)
C (4.36, -2.85, 1.32)
C (4.33, -1.54, 1.83)
C (3.22, -0.75, 1.68)
Cl (3.19, 0.83, 2.37)
C (2.08, -1.22, 0.98)
O (1.03, -0.47, 0.83)
C (2.13, -2.55, 0.50)
C (0.96, -3.10, -0.09)
O (-0.09, -2.47, -0.32)
C (3.27, -3.36, 0.67)
H (5.19, -1.16, 2.36)
H (0.97, -4.16, -0.33)
H (3.28, -4.37, 0.30)

Computed properties:
Max |F| = 0.435 eV/A
Net charge = +1
Relative energy (zero: lowest compared OMol25 entry of this formula, charge and spin) = 0.0000 eV
Spin multiplicity = 1
Kohn-Sham gap = 7.8 eV